C35H102BO6Si10 | the ωB97M-V functional and the def2-TZVPD basis

Last column: Löwdin charge in e.
Element x y z (Å)
C 3.19390 7.00970 -3.51679  -0.146
C 3.07237 5.69738 -4.30841  -0.358
C 2.22654 5.79608 -5.55723  -0.102
B 0.78861 6.05166 -5.60259  -0.639
O 0.11405 6.67678 -6.74046  -0.025
C -0.25043 5.59271 -4.44380  -0.201
C -1.43188 6.52889 -4.20131  -0.156
H 3.67809 7.77179 -4.13440  0.058
H 3.78090 6.89918 -2.59258  0.047
H 2.19900 7.37624 -3.25240  0.057
H 2.68971 4.93402 -3.61862  0.047
H 4.09332 5.36743 -4.55189  0.079
H 2.79156 6.27000 -6.37404  0.035
H 0.47789 7.55174 -6.86926  0.048
H 0.33234 5.49068 -3.51708  0.065
H -0.63689 4.58444 -4.66418  0.069
H -2.04566 6.24490 -3.33686  0.050
H -2.08267 6.57347 -5.07891  0.046
H -1.09294 7.55764 -4.03476  0.064
O 2.79830 1.87544 -0.36093  -0.265
Si 1.39373 2.26023 -1.14880  0.356
C 0.83502 3.96759 -0.64705  -0.152
C 0.06985 1.02308 -0.66806  -0.161
C 1.65560 2.22508 -2.98167  -0.150
Si 3.42963 1.70896 1.13778  0.334
C 5.21660 1.20689 0.96763  -0.164
C 2.50170 0.38399 2.08363  -0.171
C 3.31631 3.31452 2.08574  -0.161
H 0.55486 4.02138 0.40847  0.023
H -0.03181 4.26326 -1.24370  0.032
H 1.61974 4.70608 -0.82835  0.038
H 0.39723 -0.00459 -0.84472  0.032
H -0.82859 1.19523 -1.26626  0.029
H -0.20770 1.10887 0.38558  0.019
H 1.97136 1.23605 -3.32434  0.031
H 2.40876 2.94699 -3.29750  0.025
H 0.72363 2.48874 -3.48845  0.034
H 5.31692 0.26343 0.42758  0.031
H 5.66775 1.08138 1.95566  0.029
H 5.78800 1.96456 0.42822  0.034
H 1.47283 0.68886 2.29097  0.026
H 2.99533 0.18677 3.03942  0.022
H 2.46725 -0.55049 1.51884  0.038
H 2.27916 3.58765 2.29187  0.025
H 3.76841 4.13372 1.52272  0.038
H 3.83820 3.23366 3.04310  0.029
O -1.86370 -0.14858 -7.39438  -0.269
Si -3.04391 -1.24514 -7.65509  0.329
C -3.88772 -1.64869 -6.03509  -0.154
C -2.39912 -2.83385 -8.40440  -0.166
C -4.28313 -0.50316 -8.83404  -0.153
Si -0.46182 0.16222 -6.57265  0.349
C 0.07520 1.89421 -6.94520  -0.145
C 0.86330 -1.05206 -7.09507  -0.163
C -0.78944 -0.04488 -4.74418  -0.147
H -3.22372 -2.19468 -5.36108  0.027
H -4.77334 -2.26692 -6.20525  0.031
H -4.20565 -0.73834 -5.52168  0.018
H -1.82539 -2.63848 -9.31321  0.032
H -3.23071 -3.49306 -8.66532  0.029
H -1.74899 -3.37268 -7.71107  0.026
H -3.82578 -0.26499 -9.79650  0.035
H -4.71769 0.41390 -8.43498  0.005
H -5.09762 -1.21053 -9.01223  0.033
H 0.27188 2.04144 -8.00915  0.039
H 0.99397 2.14123 -6.40585  0.039
H -0.67042 2.63398 -6.64555  0.033
H 0.62370 -2.07726 -6.80159  0.023
H 1.81287 -0.78172 -6.62675  0.032
H 1.00782 -1.03816 -8.17778  0.031
H -1.00133 -1.08244 -4.47441  0.029
H -1.63555 0.56918 -4.42575  0.028
H 0.08985 0.28152 -4.18663  0.004
O -6.82817 3.97845 -4.31429  -0.271
Si -5.67134 3.42462 -5.35589  0.351
C -4.67316 4.84392 -6.03092  -0.147
C -6.51169 2.52642 -6.76541  -0.153
C -4.55375 2.25072 -4.44574  -0.156
Si -8.13401 4.96707 -4.23562  0.334
C -8.79005 4.90847 -2.49152  -0.167
C -9.45868 4.38048 -5.41933  -0.166
C -7.65370 6.71729 -4.67148  -0.161
H -5.27225 5.49901 -6.66811  0.029
H -3.83908 4.47143 -6.63089  0.043
H -4.24803 5.45355 -5.23050  0.028
H -7.18792 1.74889 -6.40223  0.036
H -5.76244 2.05156 -7.40208  0.008
H -7.09121 3.20901 -7.39125  0.027
H -5.09706 1.39644 -4.03585  0.032
H -4.03596 2.75196 -3.62554  0.038
H -3.79526 1.87361 -5.13838  0.022
H -9.08572 3.89604 -2.20967  0.030
H -9.66709 5.55464 -2.39921  0.029
H -8.04140 5.25174 -1.77510  0.033
H -9.14446 4.49097 -6.45945  0.025
H -10.37524 4.96080 -5.28498  0.029
H -9.69946 3.32807 -5.25383  0.033
H -7.35434 6.80444 -5.71810  0.027
H -6.81784 7.06140 -4.05892  0.038
H -8.49402 7.39696 -4.50729  0.030
O 0.34740 -2.45770 7.02362  -0.273
Si -0.40257 -3.83657 7.50264  0.334
C 0.33127 -5.30629 6.61050  -0.157
C -2.23324 -3.74184 7.14732  -0.161
C -0.12835 -4.03906 9.33621  -0.158
Si 0.65527 -1.53399 5.69011  0.343
C 1.66825 -0.06441 6.21418  -0.155
C -0.95256 -0.95329 4.94004  -0.155
C 1.59033 -2.55329 4.43843  -0.147
H 0.10712 -5.28433 5.54182  0.029
H -0.07033 -6.23963 7.01407  0.033
H 1.41818 -5.33334 6.72122  0.021
H -2.67280 -2.83859 7.57587  0.036
H -2.75106 -4.60359 7.57575  0.032
H -2.43528 -3.73255 6.07405  0.028
H -0.54343 -3.20221 9.90107  0.034
H 0.93510 -4.10933 9.57611  0.017
H -0.61361 -4.95472 9.68475  0.033
H 1.14125 0.54566 6.95030  0.034
H 1.87573 0.56241 5.34293  0.022
H 2.62347 -0.36584 6.64866  0.034
H -1.53416 -1.78351 4.53301  0.028
H -0.75579 -0.25643 4.12144  0.029
H -1.57452 -0.43905 5.67608  0.036
H 0.97970 -3.37111 4.04891  0.030
H 2.49326 -2.98814 4.87378  0.036
H 1.88904 -1.93028 3.59285  0.008
O 5.75067 -7.38950 9.26592  -0.273
Si 6.91182 -7.94603 8.24058  0.339
C 7.55397 -6.54945 7.18150  -0.162
C 6.20684 -9.28219 7.14232  -0.163
C 8.29467 -8.64374 9.27480  -0.165
Si 4.27535 -6.65843 9.27697  0.339
C 3.76148 -6.42062 11.05065  -0.159
C 3.02387 -7.73191 8.39928  -0.157
C 4.36701 -5.00208 8.41862  -0.154
H 6.79178 -6.18064 6.49171  0.027
H 8.40568 -6.88482 6.58443  0.033
H 7.88502 -5.70744 7.79312  0.036
H 5.73004 -10.06876 7.73122  0.035
H 6.99883 -9.74257 6.54645  0.033
H 5.46080 -8.88486 6.45066  0.027
H 7.94853 -9.46563 9.90433  0.032
H 8.73062 -7.88281 9.92481  0.032
H 9.08712 -9.02664 8.62655  0.032
H 3.68953 -7.37323 11.57902  0.033
H 2.78054 -5.93937 11.08869  0.026
H 4.46740 -5.78809 11.59221  0.034
H 3.23643 -7.81308 7.33082  0.030
H 2.02204 -7.30728 8.50372  0.021
H 3.00616 -8.74230 8.81391  0.036
H 4.56965 -5.10943 7.35038  0.028
H 5.15176 -4.37325 8.84475  0.037
H 3.41869 -4.46704 8.52160  0.021

Forces on atoms 1 to 6 (eV/Å):
0.1 0.0 0.0
0.0 -0.3 0.1
0.2 1.1 0.0
-0.4 -0.4 0.0
-0.2 -0.1 0.3
0.2 -0.1 0.1

Values from the calculation:
LUMO energy   1.527 eV
Total charge   -1
Frontier orbital gap   3.9 eV
DFT total energy   -4766.85105 Eh
HOMO level   -0.087 hartree